(1)
Density functional theory data (wB97M-V/def2-TZVPD) for a 16-piece molecular cluster, C6H42O15 overall in a non-equilibrium geometry.

Each line ends with the Löwdin charge.
Geometry (Å):
1 H -1.65573 0.33175 -1.26763  0.014
2 H -4.03391 3.89095 1.42690  0.031
3 O 0.93181 -1.21433 3.79997  -0.072
4 O -0.35288 -3.80842 -2.32514  -0.074
5 H 0.80493 -0.92817 -2.08410  0.038
6 H 1.29405 -1.75354 3.06367  0.018
7 C 1.65299 2.13492 1.01374  -0.308
8 H 1.44815 0.31422 -2.85870  0.059
9 H 1.38161 1.10027 2.82073  0.073
10 O 0.63403 -0.04795 -2.49493  -0.065
11 O 1.60993 -2.19921 -1.09331  -0.064
12 H -1.08913 -3.08136 -0.90192  0.011
13 H -2.82574 3.26309 -3.13941  0.054
14 H -3.48278 2.60454 1.48755  0.008
15 C 1.15013 0.93617 1.75969  -0.207
16 H 2.19206 -3.80205 1.07419  0.025
17 O 3.96836 -0.67526 -2.31177  -0.045
18 H 2.00522 1.45301 -1.07386  0.034
19 O -1.81267 0.40564 -2.21697  -0.115
20 H -1.92164 -2.29081 0.08057  0.003
21 H 0.19264 -3.07581 1.32487  0.053
22 H -1.83200 -1.30260 -3.36073  0.043
23 H 2.13050 -5.21781 0.61639  0.034
24 O 2.78926 0.87482 4.92421  -0.069
25 H -3.35833 -1.40867 -0.68093  0.044
26 H 0.11599 -0.95059 3.37095  -0.004
27 O -3.44028 -1.21455 0.26704  -0.045
28 H 1.16045 -2.99596 -1.44497  0.047
29 H -4.35882 -0.96350 0.38792  0.059
30 H -0.29999 3.43500 1.97212  0.055
31 O -1.24292 -1.91647 -3.83277  -0.041
32 O -4.12686 2.65538 -1.20151  -0.080
33 H -4.97932 2.27215 -1.39705  0.035
34 H -0.83657 0.44132 -2.51274  0.015
35 H -1.70636 3.75290 -2.10661  0.050
36 H 1.78902 0.06104 1.59550  0.111
37 H 2.16090 1.57510 4.71427  0.017
38 H -0.76847 -0.12157 2.23420  0.061
39 H -0.95716 1.51553 1.52295  0.071
40 H 2.57233 0.24559 4.21960  0.000
41 H 4.31757 0.22049 -2.33413  0.043
42 C -0.33606 0.59455 1.54270  -0.054
43 O -1.30511 -3.04712 0.06079  -0.062
44 H 2.55016 4.10447 1.21766  0.101
45 C 0.34721 4.21095 1.55529  -0.078
46 H 2.56759 -2.22378 -1.17863  0.062
47 O 2.59836 -4.40656 0.36956  -0.107
48 H -0.43048 -4.64171 -2.79745  0.076
49 O 1.01946 -2.57813 1.47274  -0.113
50 H 0.32824 5.16600 2.04783  0.060
51 C 1.74122 3.51652 1.66968  -0.208
52 H 4.68508 -1.20346 -2.69231  0.055
53 H -3.37120 2.12437 -1.54266  0.010
54 O -2.09035 3.01460 -2.57512  -0.066
55 O -4.14782 3.10538 1.98254  -0.074
56 H -0.35382 0.16843 0.52861  0.065
57 H 0.03332 4.43191 0.52385  0.070
58 H 1.03628 -2.21348 0.53281  0.040
59 H -0.53307 -3.12982 -3.03223  0.018
60 H 2.36384 3.10154 -0.71000  0.068
61 C 2.02655 2.16225 -0.25466  0.045
62 H -0.91055 -1.46266 -4.61159  0.076
63 H 2.01483 3.48772 2.72869  0.101

Forces on atoms 1 to 3 (eV/Å):
-0.4 0.0 0.2
-0.7 0.4 0.4
0.5 -0.4 -0.3

Computed properties:
ΔE to the lowest compared entry with this formula, charge and spin in kJ/mol: 118.38
Orbital gap in eV: 9.258
E_HOMO in eV: -9.4
Molar mass in g/mol: 354.387

***

(2)
Density functional theory data (wB97M-V/def2-TZVPD) for one molecule with the formula C20H21N3O5.

Each line ends with the Löwdin charge.
Geometry (Å):
1 O 1.72480 -1.95248 -1.63483  -0.092
2 C 0.40454 1.49438 -0.57964  -0.474
3 O 0.82729 1.03455 -1.61320  0.094
4 H 1.71044 2.40296 3.07950  0.095
5 C 2.14518 -7.06531 -1.30134  -0.094
6 C -0.82980 -5.06981 -0.69584  -0.005
7 C 0.93301 -3.02981 -1.34586  -0.199
8 N -0.91246 1.37592 -0.12565  0.082
9 O 0.82743 -6.69378 -0.98446  -0.083
10 N -0.77540 -1.37788 -1.07995  0.156
11 C 3.04574 -2.16695 -2.06007  -0.076
12 H -1.29460 3.89319 3.25039  0.112
13 H -1.49827 -5.87629 -0.44451  0.117
14 C 0.62217 6.33491 0.98400  -0.080
15 C 0.78221 1.92706 2.77017  0.020
16 H 3.08386 -2.78886 -2.96010  0.100
17 C -0.89355 5.93995 2.79252  -0.068
18 H -2.91557 1.08176 -0.50158  0.137
19 H 3.43728 -1.17723 -2.28964  0.096
20 H 1.41634 4.60432 0.02389  0.106
21 C 0.26178 2.57815 1.48358  -0.353
22 C 0.48992 -5.37289 -1.01631  -0.275
23 C -1.27042 -3.76187 -0.70528  0.004
24 H 0.96072 0.86657 2.60320  0.095
25 H -1.83462 0.94774 -1.92970  0.142
26 O -2.12212 2.02834 1.71124  0.140
27 H -0.04995 -0.77230 -1.45792  0.108
28 H 2.17426 -8.15029 -1.21362  0.093
29 H 1.15205 7.01612 0.33486  0.103
30 C -0.40378 -2.72865 -1.03168  -0.143
31 C 1.37185 -4.34513 -1.34085  0.041
32 C -0.73797 4.57569 2.62867  -0.027
33 O -2.90403 -1.41485 -0.25216  0.080
34 H 2.41068 -6.78061 -2.32513  0.095
35 C -1.09612 1.97463 1.09000  -0.349
36 H -1.55485 6.31306 3.55986  0.105
37 N 1.07303 2.20753 0.34771  0.158
38 C 0.77647 4.96975 0.81294  -0.028
39 C -0.20844 6.82397 1.97617  -0.087
40 H -0.32770 7.88893 2.10719  0.102
41 C -1.94202 -0.82368 -0.68898  -0.432
42 H -2.29218 -3.52958 -0.45795  0.104
43 H 2.06673 2.35245 0.30495  0.167
44 H 2.39757 -4.56516 -1.58489  0.093
45 H 0.04780 2.03429 3.56226  0.088
46 H 3.65470 -2.62540 -1.27318  0.097
47 H 2.86753 -6.62932 -0.60280  0.095
48 C -1.95726 0.70846 -0.86941  -0.006
49 C 0.10683 4.08035 1.64218  -0.151

Forces on atoms 1 to 3 (eV/Å):
-0.5 -0.2 0.1
0.0 0.1 0.0
0.1 -0.2 -0.4

Computed properties:
ΔE to the lowest compared entry with this formula, charge and spin in kJ/mol: 7.50
SMILES string: COc1ccc(NC(=O)CN2C(=O)N[C@@](C)(c3ccccc3)C2=O)c(OC)c1
Orbital gap in eV: 8.170
E_HOMO in eV: -7.6
Molar mass in g/mol: 383.404

***

(3)
Density functional theory data (wB97M-V/def2-TZVPD) for C23H42N6O4ScSi as an isolated structure in a non-equilibrium geometry.

Each line ends with the Löwdin charge.
Geometry (Å):
1 H -4.22888 -3.15315 -0.49926  0.050
2 C -1.38294 3.62322 0.63020  -0.210
3 C -3.71402 -2.20609 -0.30462  -0.169
4 H -3.14226 -0.08235 0.13373  0.017
5 C 1.71843 0.37977 -4.32262  -0.176
6 O 1.27665 0.21945 0.64730  -0.131
7 C 1.43028 -1.02094 1.34234  -0.186
8 H -1.38838 3.17680 2.72791  0.117
9 C 2.28099 1.15982 0.93513  -0.321
10 H 3.14576 3.39962 3.29837  0.116
11 H 0.25159 -2.11363 -1.26580  0.057
12 C 0.85226 -1.80066 -3.18101  -0.222
13 N -0.86692 -1.49860 0.64324  -0.158
14 O -1.49921 1.60601 -2.00051  -0.113
15 C 4.34145 2.21777 0.35873  -0.042
16 C 2.75471 -2.54064 2.64032  -0.075
17 H 2.89777 -1.19815 -3.42247  0.116
18 H 3.41373 0.63692 -0.78914  0.115
19 H -3.15686 1.47825 -0.22276  0.091
20 N 1.22331 1.63536 -2.19063  0.008
21 H 5.18654 2.32146 -0.31049  0.117
22 H 3.45348 -0.64420 1.95044  0.120
23 Si -2.18469 -2.67738 0.68673  0.408
24 H -4.43072 -1.59117 0.25295  0.038
25 H -3.04277 -1.96177 2.88358  0.029
26 C -2.82735 -2.93010 2.41928  -0.154
27 C 1.94690 -1.09488 -3.96211  -0.179
28 H -0.86485 4.58163 0.61189  0.119
29 H 1.68216 2.26801 -1.54151  0.056
30 C 2.62162 -1.33402 1.97158  -0.011
31 H 2.38646 2.34929 -3.80924  0.117
32 H -3.97295 0.54038 2.05726  0.118
33 O -1.75086 -0.52877 -2.13764  -0.101
34 H -3.51920 -1.75811 -1.28103  0.022
35 H -0.31768 -3.78442 2.05659  0.064
36 C 3.34970 1.28484 0.07498  -0.028
37 C -3.07084 1.09060 1.78953  -0.218
38 H -2.08554 3.62204 -0.20597  0.114
39 H 0.66277 0.55082 -4.55688  0.103
40 N -2.71108 0.79691 0.38226  -0.022
41 H -2.48658 -4.98081 -0.10780  0.045
42 H 1.40177 1.69880 2.81149  0.138
43 H -2.26950 0.73377 2.44083  0.118
44 C 0.49645 -3.07394 2.01696  -0.048
45 C 4.26047 2.99479 1.50702  -0.058
46 C 2.20484 1.89034 2.10601  -0.025
47 N 0.80002 -1.40587 -1.74975  -0.003
48 H -2.14495 -3.46528 3.08186  0.030
49 H 3.68567 -2.78550 3.13412  0.109
50 C -2.11129 3.49172 1.96359  -0.181
51 H 0.28322 2.85901 -0.25093  0.068
52 O -1.77613 0.68154 -3.96229  0.161
53 H 2.26482 0.58844 -5.24441  0.117
54 H -3.81466 2.68563 2.97310  0.120
55 C 1.67671 -3.40753 2.65993  -0.068
56 N -0.39117 2.53130 0.43520  0.004
57 H -0.11963 -1.59575 -3.62993  0.105
58 C -1.64481 -4.27979 -0.10361  -0.157
59 C 0.30979 -1.86314 1.32271  -0.297
60 C 3.19752 2.82042 2.38592  -0.042
61 H 0.14972 2.45884 1.28894  0.050
62 H 3.13658 1.07667 -2.87477  0.100
63 H 2.07237 -1.65667 -4.88995  0.117
64 H 1.74807 -4.35820 3.17624  0.114
65 N -1.69693 0.59747 -2.77592  -0.471
66 H 1.01744 -2.87631 -3.25265  0.120
67 H -4.05918 2.90731 1.25710  0.123
68 H -2.44172 4.48896 2.25878  0.118
69 H -3.76463 -3.49733 2.38286  0.045
70 H 5.03427 3.72014 1.72837  0.114
71 H -1.36207 -4.10938 -1.14936  0.038
72 H 1.73056 -1.50490 -1.35593  0.096
73 H 0.45822 2.17485 -2.58511  0.068
74 C 2.18758 1.40464 -3.30113  -0.228
75 C -3.32811 2.56998 2.00305  -0.189
76 Sc -0.61792 0.23700 -0.58359  1.029
77 H -0.80539 -4.77118 0.39239  0.027

Forces on atoms 1 to 3 (eV/Å):
0.0 0.1 0.1
0.0 -0.2 0.0
0.0 0.2 -0.1

Computed properties:
ΔE to the lowest compared entry with this formula, charge and spin in kJ/mol: 40.11
Orbital gap in eV: 7.690
E_HOMO in eV: -10.2
Molar mass in g/mol: 539.669
Charge: +1